An isolated molecule of C4H7P in a non-equilibrium geometry, computed with ωB97M-V with the def2-TZVPD basis set.

Calculated values
Kohn-Sham gap (alpha / beta)   8.235 / 7.923 eV
Relative energy (zero: lowest compared OMol25 entry of this formula, charge and spin)   105.6 kcal per mole
M   86.07 g mol⁻¹
LUMO (alpha / beta)   -0.0222 / -0.0050 Eh
Structure (SMILES)   C=PC1CC1
HOMO level (alpha / beta)   -8.840 / -8.060 eV

Last column: Mulliken charge in e.
Positions of all 12 atoms, in Å:
C: 1.93 -1.03 1.64  -0.722
C: -0.44 1.24 -1.00  -0.623
C: -1.43 0.10 -0.81  -0.597
C: -0.25 0.11 -0.02  -0.113
P: 1.05 -1.05 -0.42  0.074
H: 2.56 -1.86 2.02  0.321
H: 1.18 -0.79 2.30  0.265
H: 0.04 1.12 -2.00  0.257
H: -0.58 2.16 -0.58  0.289
H: -2.47 0.36 -0.53  0.250
H: -1.29 -0.51 -1.68  0.295
H: -0.32 0.14 1.08  0.303